# 1
# C4H11N2O

A structure of composition C4H11N2O at a distorted geometry (ωB97M-V/def2-TZVPD, OMol25).

Properties
LUMO energy (eV): 4.2
Gap between HOMO and LUMO (eV): 7.2
Relative energy (zero: lowest compared OMol25 entry of this formula, charge and spin) (kcal per mole): 134.9
HOMO (eV): -3.054
Net charge: -1

Positions of all 18 atoms, in Å:
O  -2.7984  0.8342  0.3010
N  2.3567  0.4756  0.2604
N  0.4982  -1.1708  -1.1133
C  -0.0952  0.1966  0.9879
C  -1.9724  0.5008  -0.7494
C  1.4255  -0.0153  1.1904
C  -0.7634  -0.3388  -0.3233
H  0.2311  0.0065  -0.9558
H  -1.5211  1.3636  -1.2689
H  1.8854  -0.0037  2.1934
H  2.0740  1.3619  -0.1717
H  -2.5066  -0.2332  -1.4753
H  -0.7629  -0.0464  1.8567
H  -0.5083  1.2733  0.9835
H  1.5063  -1.1359  0.9386
H  2.3756  -0.1583  -0.5583
H  -1.4539  -1.2699  -0.1951
H  0.0295  -1.6403  -1.9007

Cartesian forces, eV/Å:
1.5 -0.6 -1.1
1.2 1.5 -2.7
-0.6 2.4 0.0
-2.0 2.4 1.0
-1.7 0.6 -0.6
-1.1 -4.2 0.4
-2.5 -5.3 4.3
2.2 -1.7 -3.1
-0.4 0.6 -0.6
-1.0 0.7 0.1
0.1 -0.1 0.5
0.6 1.3 0.1
1.0 -0.7 -0.6
1.4 -0.7 -0.2
-0.3 1.1 0.9
-0.1 0.5 0.8
1.8 1.2 0.9
-0.2 1.0 0.1

# 2
# C5H8N2

The molecule C5H8N2 at a distorted geometry (ωB97M-V/def2-TZVPD, OMol25).

Properties
LUMO energy (eV): 0.6
Gap between HOMO and LUMO (eV): 9.0
Relative energy (zero: lowest compared OMol25 entry of this formula, charge and spin) (kcal per mole): 66.2
HOMO (eV): -8.433

Positions of all 15 atoms, in Å:
N  1.0007  -1.5039  0.0528
N  -1.0715  -0.0861  2.4194
C  0.5200  -2.5592  0.6791
C  -0.8586  0.1231  1.3020
C  -0.0442  1.9222  -0.1393
C  -0.5986  0.4885  -0.0973
C  0.2844  -0.5742  -0.8315
H  -0.3502  -1.1776  -1.4909
H  1.9822  -1.2853  0.2136
H  1.0197  -0.0609  -1.4657
H  -1.5778  0.5049  -0.5908
H  -0.6722  2.5816  0.4682
H  -0.5597  -2.6363  0.3929
H  -0.0496  2.2949  -1.1692
H  0.9754  1.9681  0.2566

Cartesian forces, eV/Å:
0.0 -0.3 0.3
0.2 0.1 -1.1
0.0 0.4 -0.4
-0.2 -0.2 1.0
0.1 0.0 0.0
0.0 0.0 0.0
-0.1 0.0 -0.1
0.1 0.1 0.2
-0.3 0.0 0.0
-0.2 -0.1 0.2
0.1 -0.1 0.1
0.1 -0.1 -0.1
0.3 0.1 0.0
0.1 -0.1 0.2
-0.1 0.0 -0.1

# 3
# C55H42MoN2O5P3Te

A structure of composition C55H42MoN2O5P3Te at a distorted geometry (ωB97M-V/def2-TZVPD, OMol25).

Properties
LUMO energy (alpha / beta) (eV): -3.3 / -4.5
<S²>: 2.054
Spin multiplicity: 3
Gap between HOMO and LUMO (alpha / beta) (eV): 6.7 / 5.4
HOMO (alpha / beta) (eV): -10.033 / -9.899
Net charge: +1

Positions of all 109 atoms, in Å:
Te  -1.5922  4.0028  0.4053
Mo  0.2728  -0.2371  0.7756
P  0.6072  1.7567  -0.6352
P  1.4043  -2.3903  1.0196
P  -1.8298  0.6537  -0.2268
O  -1.3162  -1.3316  1.5019
O  2.2317  0.3482  1.1192
O  -2.6098  -1.7461  3.2668
O  3.6872  1.1404  2.6158
O  0.7171  0.1548  6.8733
N  0.4228  -0.0932  2.7707
N  -3.7403  6.1005  -3.5041
C  -2.7527  0.4941  -2.8895
C  -3.1047  -0.2131  -4.0255
C  -2.1346  6.1455  -1.7489
C  1.6115  3.2676  -0.6174
C  1.2151  -5.2653  -1.8758
C  0.4046  1.3421  -3.4714
C  3.8339  -2.2303  2.4306
C  -3.4122  1.5119  1.8594
C  2.1305  0.1328  -4.6361
C  -0.8103  -5.1600  3.9192
C  -4.6235  0.8955  -0.1347
C  -5.7964  1.3350  0.4542
C  1.0647  1.1010  -2.2727
C  1.1524  -3.8582  3.4495
C  0.6214  -3.1544  -2.8749
C  2.2499  0.3633  -2.2585
C  2.6082  0.6762  2.3113
C  0.6687  0.0416  5.5425
C  -1.3112  -4.8740  2.6580
C  -2.5425  -2.2783  -2.9328
C  -0.5386  -0.5933  3.5678
C  5.2005  -2.4072  2.5529
C  1.2429  4.2341  -1.5571
C  1.4042  -4.6452  -0.6553
C  -3.4224  0.9935  0.5636
C  1.5436  0.3784  3.3372
C  -2.9855  -1.5951  -4.0540
C  -5.7817  1.8724  1.7310
C  2.9371  5.6953  -0.6966
C  -3.5768  4.2662  -1.9938
C  -2.1869  -1.5791  -1.7943
C  -1.1110  2.2381  -0.6899
C  -2.2803  -0.1906  -1.7734
C  5.9601  -2.7703  1.4515
C  -1.6135  -1.2833  2.7622
C  0.6430  -3.5477  2.1932
C  2.6586  3.5065  0.2625
C  -0.5964  -4.0606  1.8038
C  -2.7714  6.7073  -2.8471
C  0.8315  -4.5202  -2.9821
C  5.3618  -2.8844  0.2077
C  3.3149  4.7277  0.2171
C  1.9088  5.4430  -1.5946
C  0.4216  -4.6630  4.3077
C  1.1686  -3.2760  -0.5399
C  -4.1325  4.9112  -3.0911
C  3.9951  -2.7243  0.0806
C  3.2118  -2.4587  1.2041
C  -0.4602  -0.5406  4.9429
C  0.7749  -2.5372  -1.6471
C  -2.5466  4.8962  -1.3144
C  -4.5896  1.9511  2.4346
C  2.7785  -0.1217  -3.4364
C  1.7104  0.4601  4.7050
C  0.9495  0.8601  -4.6517
H  0.4422  4.0260  -2.2572
H  4.1256  4.9172  0.9039
H  -4.9319  4.4531  -3.6599
H  0.8172  -4.8971  5.2858
H  5.9611  -3.1055  -0.6616
H  7.0185  -2.9505  1.5588
H  3.6952  -0.6891  -3.4158
H  0.3453  -2.5717  -3.7399
H  -1.3405  6.6685  -1.2390
H  5.6809  -2.2615  3.5094
H  0.4586  1.0615  -5.5934
H  -6.7232  1.2603  -0.0931
H  -4.5830  2.3620  3.4314
H  -1.2640  -0.9525  5.5335
H  -3.9484  3.3056  -1.6669
H  3.2590  -1.9037  3.2881
H  1.7250  -5.2137  0.2072
H  2.9703  2.7516  0.9688
H  2.6458  0.8500  5.0854
H  1.6352  6.1918  -2.3222
H  0.7010  -5.0096  -3.9342
H  1.3685  -6.3303  -1.9683
H  -3.4872  0.3130  -4.8877
H  3.5400  -2.8057  -0.8953
H  0.5981  -1.4609  -1.5188
H  -4.6403  0.4830  -1.1353
H  -2.8546  1.5716  -2.8546
H  -2.4822  7.6821  -3.2157
H  2.1242  -3.5036  3.7573
H  -0.9935  -3.8223  0.8253
H  -2.4786  -3.3547  -2.9430
H  -3.2494  -2.1382  -4.9504
H  3.4487  6.6454  -0.7129
H  2.7511  0.1917  -1.3089
H  -6.6990  2.2254  2.1767
H  -2.2614  -5.2757  2.3445
H  -0.5188  1.9071  -3.4817
H  1.5434  0.5682  7.1620
H  2.5535  -0.2404  -5.5573
H  -1.8482  -2.1003  -0.9049
H  -1.3795  -5.7801  4.5932
H  -2.4763  1.5571  2.4120

Cartesian forces, eV/Å:
-0.5 0.2 -1.0
0.2 -0.3 -1.0
-0.3 1.2 -1.5
0.3 -1.2 -0.2
-1.0 1.0 -1.1
0.2 -0.2 -0.8
0.0 0.0 -0.6
0.3 0.1 0.0
-0.3 -0.1 0.0
0.0 -0.1 0.1
0.1 0.4 1.9
-0.3 0.4 -0.6
0.0 0.0 0.1
0.0 0.1 0.0
0.1 0.0 0.1
0.0 -0.1 0.2
0.1 -0.1 0.2
0.0 0.0 0.1
0.0 0.0 -0.1
0.0 -0.3 -0.1
0.1 -0.1 0.0
0.0 -0.1 0.0
0.2 -0.1 0.0
-0.1 0.0 0.0
0.3 -0.3 0.3
0.0 0.1 -0.1
0.0 0.0 -0.2
0.0 0.1 0.1
0.6 0.4 0.9
0.0 0.0 -0.6
0.0 0.0 0.0
-0.1 -0.1 -0.1
0.1 0.0 0.0
0.1 0.0 0.1
0.2 -0.1 0.0
-0.1 0.0 0.0
0.2 -0.2 0.3
0.1 0.0 0.0
0.0 -0.1 0.0
0.1 0.0 -0.1
0.0 -0.1 0.1
0.0 -0.1 0.1
-0.1 0.2 0.2
0.3 -0.1 1.4
0.1 -0.3 0.3
0.0 0.0 0.0
-0.8 -0.2 1.2
0.0 0.2 0.0
-0.2 -0.1 0.0
0.1 -0.1 0.0
0.3 0.1 0.2
0.0 0.2 -0.1
0.1 0.0 0.1
0.1 0.1 0.1
0.0 0.0 0.0
0.0 0.0 0.1
-0.1 0.2 -0.1
0.0 -0.4 0.2
-0.1 0.0 0.1
-0.1 0.2 0.1
0.1 0.1 0.0
0.1 0.1 0.5
0.3 0.0 0.5
0.0 0.0 0.1
0.1 0.0 -0.1
-0.2 0.0 -0.2
-0.1 0.0 -0.1
0.0 0.1 0.0
0.1 0.0 0.1
-0.1 -0.1 0.0
0.0 0.0 0.0
0.0 0.0 -0.1
0.1 0.1 0.0
0.1 -0.1 -0.1
-0.1 0.1 -0.1
0.1 0.1 0.0
0.0 0.0 0.1
-0.1 0.0 0.0
-0.1 0.0 0.0
0.0 0.0 0.1
-0.1 0.0 0.0
-0.1 -0.1 0.0
0.0 -0.1 0.0
0.0 0.0 0.0
0.1 0.0 0.0
0.0 0.0 0.0
-0.1 0.1 -0.1
0.0 0.0 -0.1
0.0 -0.1 0.0
0.0 0.0 -0.1
0.0 -0.1 0.0
0.0 -0.4 -0.4
-0.1 0.0 0.1
0.0 0.1 -0.1
0.1 0.1 0.0
0.0 0.0 0.0
0.0 0.0 0.1
0.0 -0.1 0.0
0.0 0.0 0.0
0.1 0.1 0.0
0.1 0.0 -0.1
-0.1 0.0 0.1
-0.1 0.0 0.0
0.0 0.0 0.0
-0.1 -0.1 -0.1
0.0 0.0 -0.1
-0.1 -0.1 -0.1
-0.1 -0.1 0.1
-0.1 0.1 0.0

# 4
# C2H11O4

A cluster of 4 separate species, C2H11O4 in total at a distorted geometry (ωB97M-V/def2-TZVPD, OMol25).

Properties
LUMO energy (alpha / beta) (eV): 0.6 / -3.2
<S²>: 0.754
Spin multiplicity: 2
Gap between HOMO and LUMO (alpha / beta) (eV): 12.0 / 8.1
Relative energy (zero: lowest compared OMol25 entry of this formula, charge and spin) (kcal per mole): 15.5
HOMO (alpha / beta) (eV): -11.377 / -11.330

Positions of all 17 atoms, in Å:
O  3.0257  -1.3544  -0.2183
O  0.4191  -0.4469  0.0589
O  -2.2773  -1.5145  -1.7391
O  0.1809  -0.0043  2.6459
C  0.3560  0.7002  -0.6912
C  -0.9400  1.4554  -0.2357
H  -2.2956  -1.6719  -0.7818
H  0.2368  -0.2653  1.7068
H  2.2072  -0.8473  -0.0801
H  3.3786  -1.2124  0.6680
H  1.2316  1.3402  -0.6317
H  -1.5381  2.0299  -0.9648
H  -0.1496  -0.6835  3.2422
H  -0.6846  1.9457  0.6986
H  0.2542  0.5938  -1.7901
H  -1.7024  -0.7419  -1.7725
H  -1.7028  0.6771  -0.1152

Cartesian forces, eV/Å:
-0.3 0.6 0.6
-0.3 0.5 -1.2
0.1 0.3 0.7
0.1 0.8 0.2
-0.3 1.1 -1.1
-0.8 -1.0 -0.1
-0.1 -0.3 -0.3
-0.1 -0.6 1.0
0.0 -0.4 -0.5
0.6 -0.4 0.0
0.3 0.1 0.7
1.4 0.5 0.0
0.0 -0.2 -0.7
-0.6 0.2 0.0
-0.2 -1.0 0.3
0.0 -0.1 -0.4
0.2 -0.1 0.9

# 5
# C29H29Cl12N5

A cluster of 9 separate species, C29H29Cl12N5 in total at a distorted geometry (ωB97M-V/def2-TZVPD, OMol25).

Properties
LUMO energy (eV): 0.3
Gap between HOMO and LUMO (eV): 9.8
Relative energy (zero: lowest compared OMol25 entry of this formula, charge and spin) (kcal per mole): 0.0
HOMO (eV): -9.438

Positions of all 75 atoms, in Å:
Cl  -10.7256  19.3319  27.7728
Cl  -9.1553  21.0477  19.6879
Cl  -11.0865  17.2307  25.8096
Cl  -3.7035  14.3472  24.3031
Cl  -8.5558  13.0904  24.5690
Cl  -8.9578  12.1841  21.7106
Cl  -9.5436  23.0499  21.6219
Cl  -6.3886  12.1287  22.9170
Cl  -9.2542  16.7656  27.9539
Cl  -8.0579  23.6680  19.1666
Cl  -2.8346  11.8232  23.2203
Cl  -2.0257  14.3035  21.9289
N  -5.5389  14.5757  29.6125
N  -6.9308  13.2981  17.3757
N  -7.1147  16.9929  23.9824
N  -4.8196  21.6135  25.8066
N  -9.8452  20.2834  24.1103
C  -6.4176  13.6481  18.6119
C  -4.4631  21.4679  28.2300
C  -5.7717  14.2985  27.2178
C  -4.1202  13.2947  17.9300
C  -7.3933  15.5590  22.0437
C  -4.3134  22.0942  27.0132
C  -4.9210  13.1775  27.2670
C  -8.4007  22.5147  20.4243
C  -6.9441  15.8240  23.3370
C  -7.5307  18.0391  23.2635
C  -5.6179  20.5267  25.9746
C  -5.1634  20.2867  28.3236
C  -5.0185  13.6018  19.0038
C  -4.6715  13.4896  29.6059
C  -5.8536  19.8499  27.1576
C  -6.0470  12.8838  16.4507
C  -7.9001  16.6273  21.3688
C  -6.0275  14.9935  28.3869
C  -11.5423  21.6724  25.2278
C  -4.6971  12.8763  16.7190
C  -10.2170  21.3053  24.9661
C  -4.3299  12.7740  28.4743
C  -2.3604  13.5569  23.5231
C  -7.9793  17.9396  21.9527
C  -12.5049  20.9468  24.4538
C  -12.1094  20.0165  23.5217
C  -9.9435  18.0280  26.8829
C  -8.1453  11.9115  23.3019
C  -10.7722  19.6619  23.4267
H  -4.6838  13.7859  20.0140
H  -8.2996  10.8824  23.6263
H  -6.4518  15.0235  23.8691
H  -4.6620  12.6353  26.3696
H  -4.0555  12.5775  15.9032
H  -11.7970  22.4947  25.8801
H  -6.1967  14.6730  26.2983
H  -6.4311  12.7167  15.4552
H  -8.4517  18.8219  21.5468
H  -9.1747  18.4653  26.2459
H  -6.5111  18.9943  27.2026
H  -5.2680  19.8047  29.2844
H  -6.7262  15.8152  28.3315
H  -8.3011  16.5838  20.3669
H  -1.4481  13.5683  24.1195
H  -3.0486  13.3282  18.0605
H  -4.0152  21.9022  29.1115
H  -3.6392  11.9506  28.5810
H  -6.0504  20.1002  25.0816
H  -13.5522  21.1783  24.5802
H  -3.6922  22.9693  26.8924
H  -12.8831  19.5184  22.9563
H  -10.4891  18.7880  22.8587
H  -7.7391  18.9623  23.7837
H  -9.3788  21.7655  25.4682
H  -7.4551  22.3056  20.9245
H  -4.3503  13.2494  30.6086
H  -7.1982  14.0313  19.2524
H  -7.3062  14.5773  21.6020

Cartesian forces, eV/Å:
0.2 -0.2 0.2
0.7 0.1 0.1
-0.2 0.0 -0.2
0.2 0.3 0.2
-0.3 -0.7 -0.5
-0.2 -0.2 1.1
-0.1 0.7 0.4
-0.3 -0.4 0.5
0.0 0.7 -0.2
0.0 0.4 -0.2
0.5 0.7 0.3
0.1 -0.1 0.6
0.6 -0.6 -2.0
1.3 0.5 1.5
1.1 -0.6 -0.5
-0.3 -0.3 2.9
0.3 1.4 1.4
1.0 -0.7 -1.2
0.3 0.1 0.2
0.9 -0.7 0.3
-2.2 -0.4 1.0
0.6 0.4 0.6
-0.4 -0.7 -2.7
0.2 0.2 0.3
-0.3 -0.8 -0.1
-0.3 0.4 0.3
-1.3 -0.4 -0.1
0.6 0.4 -0.6
-1.5 -0.1 -1.2
-1.3 -0.3 -2.8
-2.1 2.2 0.2
1.1 0.5 1.7
-0.5 1.0 1.5
-1.1 2.9 -0.7
0.7 -1.7 1.7
0.5 -1.5 -1.9
1.3 0.2 -0.2
-0.3 -1.0 -0.7
-0.7 0.7 -0.2
-0.4 -0.9 -1.1
0.7 -2.0 0.7
0.7 1.4 0.8
-0.7 -0.1 0.4
0.0 -0.4 -0.1
1.0 0.8 -0.9
-0.6 0.0 0.2
-0.1 0.3 0.0
-0.1 0.4 0.0
-0.1 0.0 0.4
-0.2 0.0 -0.2
0.3 0.0 0.0
0.0 -0.2 0.2
0.0 -0.2 -0.2
0.0 -0.4 0.0
0.1 -0.2 -0.6
0.1 -0.2 0.3
0.1 -0.1 -0.2
-0.1 -0.2 -0.1
0.2 0.3 0.5
0.0 -0.5 -0.2
-0.3 0.1 -0.1
0.0 -0.1 0.0
0.1 0.0 0.0
0.0 -0.1 -0.3
-0.1 0.2 -0.3
-0.1 0.0 0.0
0.0 0.2 0.2
0.1 -0.2 -0.2
0.2 0.1 -0.3
0.3 0.2 0.2
0.0 0.2 0.1
-0.3 -0.4 -0.2
0.3 -0.2 -0.1
0.2 -0.1 0.5
0.0 0.0 0.0